100
Properties=species:S:1:pos:R:3 method="wB97M-V/def2-TZVPD" homo_ev=-9.61 gap_ev=9.03 spin_multiplicity=1 molar_mass_g_mol=1060.52
C -1.371 -3.155 1.380
C -2.386 -2.359 0.561
O -3.149 -1.808 1.570
C -3.067 -2.533 2.721
O -3.877 -2.459 3.681
O -1.927 -3.167 2.656
F -3.219 -3.025 -0.126
H -0.410 -2.651 1.482
H -0.989 -4.123 1.057
H -1.952 -1.632 -0.126
C -4.780 0.100 -3.418
C -3.657 1.043 -3.884
O -2.768 1.133 -2.803
C -3.337 0.552 -1.642
O -2.828 0.577 -0.617
O -4.535 0.062 -1.947
F -4.345 2.134 -4.015
H -4.724 -0.856 -3.938
H -5.821 0.408 -3.508
H -3.170 0.788 -4.825
C 2.554 -3.170 -3.297
C 3.687 -2.099 -3.052
O 2.888 -1.255 -2.253
C 1.641 -1.093 -2.847
O 0.937 -0.124 -2.837
O 1.406 -2.283 -3.456
F 4.116 -1.429 -4.160
H 2.568 -3.810 -2.414
H 2.717 -3.865 -4.120
H 4.480 -2.451 -2.393
C -0.173 1.073 -1.228
C -0.582 0.129 -0.250
O 0.284 0.243 0.835
C 0.646 1.448 0.901
O 1.139 2.106 1.800
O 0.480 1.961 -0.390
F -0.354 -1.022 -0.857
H -0.991 1.545 -1.773
H 0.429 0.693 -2.054
H -1.616 0.326 0.032
C 4.246 1.806 -0.492
C 3.338 0.854 -1.114
O 3.239 1.401 -2.398
C 4.420 2.008 -2.661
O 4.656 2.605 -3.695
O 5.141 2.137 -1.475
F 2.175 1.018 -0.468
H 4.730 1.540 0.448
H 3.636 2.691 -0.312
H 3.541 -0.215 -1.169
C 1.428 4.247 -1.799
C 0.495 4.390 -0.559
O -0.673 3.801 -1.041
C -0.566 3.388 -2.374
O -1.356 2.631 -2.968
O 0.639 3.813 -2.835
F 0.215 5.679 -0.536
H 2.351 3.698 -1.611
H 1.844 5.170 -2.204
H 0.920 4.141 0.413
C 1.673 -1.083 3.716
C 0.429 -1.153 2.988
O -0.528 -0.908 3.992
C -0.018 -0.097 4.841
O -0.652 0.558 5.573
O 1.301 -0.072 4.686
F 0.232 -2.355 2.673
H 2.220 -0.599 2.906
H 2.082 -1.984 4.173
H 0.312 -0.497 2.126
C 2.602 1.676 3.065
C 2.334 3.098 3.620
O 2.395 2.569 4.991
C 3.248 1.557 5.167
O 3.742 1.252 6.275
O 3.537 1.061 3.997
F 1.082 3.398 3.247
H 3.058 1.731 2.076
H 1.712 1.060 3.190
H 3.028 3.893 3.344
C -4.441 -0.117 2.417
C -4.107 0.452 1.036
O -2.669 0.268 0.973
C -2.174 0.409 2.236
O -1.019 0.634 2.515
O -3.279 0.369 3.064
F -4.441 1.784 1.063
H -4.602 -1.195 2.410
H -5.345 0.189 2.943
H -4.534 -0.064 0.176
C 0.003 -3.177 -2.253
C -1.273 -3.300 -1.399
O -1.219 -4.546 -0.756
C -0.230 -5.395 -1.395
O -0.125 -6.613 -1.200
O 0.472 -4.594 -2.309
F -2.315 -3.370 -2.160
H 0.631 -2.556 -1.615
H -0.144 -2.644 -3.193
H -1.346 -2.396 -0.794